1.
C25H39B2O26 as an isolated structure in a non-equilibrium geometry. Source: OMol25; level of theory: the ωB97M-V functional and the def2-TZVPD basis.

```
92
Properties=species:S:1:pos:R:3:forces:R:3:lowdin_charge:R:1
B -0.1614 -4.7848 -1.5478 -0.33 0.09 -0.05 -0.38
C -1.3739 -5.5499 -2.4569 0.04 -0.09 0.14 -0.14
B -2.4858 -4.4897 -2.4773 -0.05 0.13 -0.02 -0.74
O -3.7093 -4.6164 -1.8044 0.35 0.52 0.35 0.09
O -2.3078 -3.2529 -3.1457 -0.08 0.18 -0.11 0.07
H 0.4975 -4.0447 -2.2838 0.02 -0.12 0.16 0.01
H -0.6989 -4.0430 -0.6851 0.16 -0.23 -0.04 0.04
H 0.5526 -5.6184 -0.9773 -0.01 0.40 -0.39 0.00
H -1.7129 -6.4811 -1.9770 0.11 0.16 -0.16 0.06
H -1.0098 -5.7801 -3.4675 0.12 0.04 0.18 0.07
H -3.4874 -4.8472 -0.8869 -0.28 -0.56 -0.27 0.05
H -1.7785 -2.6822 -2.5710 -0.01 -0.29 -0.21 0.05
C 0.0712 -6.2230 2.4757 0.14 -0.15 -0.17 -0.12
C 0.3585 -6.9952 1.1949 0.38 -0.02 0.33 -0.13
O -0.9427 -7.1121 0.6286 -0.26 -0.13 0.08 0.05
C -1.7039 -6.1015 1.0847 0.35 0.34 -0.48 -0.57
O -2.7640 -5.7978 0.6295 -0.04 -0.16 0.57 0.14
O -1.0900 -5.4708 2.1179 -0.29 -0.14 -0.02 0.06
H 0.8705 -5.5518 2.7787 -0.07 0.12 -0.06 0.13
H -0.1786 -6.8812 3.3102 -0.03 0.02 0.03 0.11
H 0.9915 -6.4482 0.4944 -0.13 0.04 0.09 0.08
H 0.7767 -7.9852 1.3671 -0.17 -0.09 0.04 0.12
C -2.1068 1.4221 -3.3097 -0.21 0.02 -0.10 -0.10
C -3.1661 0.6841 -2.5084 0.09 0.19 -0.04 -0.08
O -2.4088 -0.3926 -1.9219 0.24 0.11 0.06 0.08
C -1.1276 -0.0157 -1.8581 0.46 0.08 0.17 -0.55
O -0.2353 -0.5576 -1.2713 -0.55 0.10 -0.19 0.15
O -0.9244 1.1380 -2.5616 -0.01 -0.08 0.01 0.02
H -2.2583 2.4971 -3.3509 0.02 0.02 0.08 0.12
H -1.9872 1.0266 -4.3194 0.00 -0.04 0.01 0.14
H -3.5439 1.3124 -1.7026 -0.09 -0.14 -0.10 0.11
H -3.9693 0.2905 -3.1218 0.01 -0.23 0.09 0.14
C 0.8678 3.3646 -1.1326 -0.26 -0.74 0.15 -0.08
C 1.5945 2.0394 -1.0679 -0.36 0.14 0.02 -0.05
O 2.9507 2.4311 -1.3678 0.71 0.80 0.27 0.11
C 3.1040 3.7300 -1.0706 -2.06 -2.55 3.87 -0.56
O 4.1419 4.3297 -1.0755 1.36 -1.62 8.25 0.14
O 1.9048 4.3048 -0.7919 0.23 -1.32 0.74 0.02
H 0.0414 3.4478 -0.4355 0.32 -0.02 0.07 0.13
H 0.5123 3.5818 -2.1392 -0.16 -0.31 0.56 0.10
H 1.5663 1.5943 -0.0736 0.15 -0.04 -0.01 0.14
H 1.2140 1.3284 -1.7883 0.32 -0.05 -0.11 0.11
C 3.4386 4.8484 -2.9620 -0.11 1.91 -5.38 -0.13
C 2.7994 6.0582 -2.3001 0.60 0.74 -0.14 -0.09
O 1.5513 6.1633 -3.0044 -0.41 -0.28 -0.07 0.07
C 1.2422 4.9427 -3.5108 0.56 0.56 -0.39 -0.58
O 0.1851 4.6596 -3.9894 -0.01 0.07 0.03 0.15
O 2.2898 4.1023 -3.3845 -0.82 0.19 -0.99 0.06
H 4.0459 4.2480 -2.2899 0.65 0.67 -5.25 0.00
H 4.0213 5.1158 -3.8445 -0.30 0.39 -0.42 0.14
H 2.5944 5.8882 -1.2420 0.22 1.00 -0.79 0.12
H 3.3673 6.9765 -2.4190 -0.02 0.05 -0.30 0.14
C -0.0063 -7.5512 6.9361 -0.04 -0.02 0.12 -0.12
C -0.1867 -6.7129 8.1922 -0.05 -0.10 -0.06 -0.12
O 0.4981 -5.5082 7.8491 0.02 0.09 -0.03 0.05
C 0.5318 -5.3956 6.4941 0.12 0.22 -0.18 -0.55
O 0.8907 -4.4303 5.8998 -0.14 -0.40 0.27 0.17
O 0.1039 -6.5510 5.9244 0.06 0.11 -0.02 0.04
H -0.8473 -8.2034 6.7175 -0.03 0.07 -0.06 0.13
H 0.9144 -8.1367 6.9533 0.02 0.00 0.03 0.13
H -1.2346 -6.4783 8.3856 -0.02 -0.01 -0.02 0.13
H 0.2586 -7.1494 9.0821 0.08 0.05 -0.02 0.13
C -1.2356 6.0348 -1.1947 -0.14 0.34 -0.03 -0.10
C -2.4016 6.6311 -0.4222 0.19 0.11 -0.01 -0.08
O -3.4493 5.6715 -0.6578 -0.03 -0.04 -0.10 0.08
C -2.8748 4.4901 -0.9493 0.07 -0.33 0.30 -0.55
O -3.4191 3.4271 -0.9813 -0.09 0.52 -0.07 0.16
O -1.5478 4.6412 -1.1467 -0.36 0.10 -0.15 0.01
H -0.2675 6.2143 -0.7328 0.00 -0.10 0.04 0.13
H -1.1979 6.3548 -2.2355 0.00 -0.05 -0.03 0.13
H -2.2046 6.6697 0.6462 -0.04 0.02 0.00 0.11
H -2.7022 7.6143 -0.7726 -0.14 -0.09 -0.09 0.14
C -0.9877 5.8293 4.9253 -0.03 -0.11 -0.07 -0.11
C -1.0079 5.3335 3.4882 0.02 -0.04 0.11 -0.10
O -1.5453 6.4683 2.7950 0.05 -0.02 0.04 0.02
C -1.3060 7.5840 3.5305 -0.05 0.35 -0.17 -0.56
O -1.4784 8.6974 3.1395 0.08 -0.50 0.19 0.16
O -0.8455 7.2448 4.7535 -0.01 0.07 0.02 0.06
H -0.1596 5.4444 5.5127 0.06 0.09 -0.02 0.13
H -1.9265 5.6346 5.4447 -0.02 -0.01 -0.01 0.13
H -0.0088 5.1284 3.1012 0.02 0.02 0.02 0.13
H -1.6447 4.4678 3.3291 -0.07 0.07 -0.03 0.14
C 3.5752 -1.5557 -2.6065 -0.12 0.04 -0.05 -0.12
C 2.2742 -1.8631 -3.3319 -0.11 0.14 0.22 -0.12
O 2.5242 -3.1725 -3.8405 0.16 -0.09 -0.17 0.05
C 3.4516 -3.7686 -3.0715 0.07 -0.41 0.07 -0.57
O 3.7707 -4.9167 -3.1277 -0.03 0.52 -0.02 0.15
O 4.0208 -2.8579 -2.2267 0.00 -0.07 -0.06 0.05
H 3.4477 -0.9355 -1.7224 -0.03 -0.09 0.06 0.12
H 4.3249 -1.1030 -3.2609 0.00 0.00 -0.02 0.12
H 1.4243 -1.9073 -2.6492 0.00 -0.09 -0.01 0.10
H 2.0557 -1.1865 -4.1553 0.06 -0.07 -0.06 0.13
```
Forces are in eV/Å.

Properties
**Charge**: -1
**Maximum force**: 8.5 eV Å⁻¹
**2S+1**: 1
**LUMO level**: 0.053 hartree
**Highest occupied orbital energy**: -4.391 eV


2.
C25H39BrN9PtS2Si as an isolated structure. Source: OMol25; level of theory: the ωB97M-V functional and the def2-TZVPD basis.

```
78
Properties=species:S:1:pos:R:3:forces:R:3:mulliken_spin:R:1
Pt -0.7590 0.6250 0.3263 -0.18 -0.59 -0.12 1.22
S -1.3373 2.3903 1.9594 -0.13 0.63 0.40 0.39
C -1.2298 3.4734 0.6137 -0.09 -0.71 0.51 -0.03
S -1.2792 2.5197 -0.8447 0.35 0.29 -0.13 0.69
C -1.1026 4.8337 0.6699 -0.03 -0.07 -0.31 0.13
C -0.9857 5.5983 -0.5285 0.03 0.12 -0.02 -0.03
N -0.8578 6.1980 -1.5017 -0.01 -0.04 -0.01 0.07
C -1.0071 5.4960 1.9287 0.06 0.03 0.00 -0.03
N -0.8905 6.0187 2.9466 0.00 -0.04 0.01 0.08
C 2.1187 2.2476 -0.8742 0.06 -0.12 0.04 0.04
N 2.2927 2.5172 0.5300 -0.13 -0.03 0.03 0.02
C 2.7878 3.8134 0.9618 0.02 -0.05 0.02 0.00
C 3.0748 3.5568 2.4330 -0.02 0.03 0.01 0.00
N 2.2192 2.4080 2.7269 0.07 -0.10 -0.16 0.03
C 2.1482 1.9691 4.1086 -0.06 0.00 0.02 0.00
C 1.8657 1.7696 1.5774 0.04 0.43 0.12 0.04
N 1.2102 0.6347 1.4109 -0.16 -0.07 -0.19 0.15
C 1.0014 -0.2755 2.5348 -0.03 0.14 0.06 -0.01
C 0.4407 -1.5666 1.9859 -0.03 -0.04 -0.10 0.02
N -0.8522 -1.2509 1.3785 0.29 0.01 -0.17 0.11
C -1.7587 -2.1753 1.1436 -0.03 -0.06 -0.04 -0.01
N -1.6006 -3.5208 1.0276 -0.04 0.06 0.12 0.00
C -0.4021 -4.3319 1.0831 -0.02 0.03 -0.02 0.00
C -2.8917 -4.1978 0.9549 0.00 0.01 -0.01 0.00
C -3.8572 -3.0527 0.6555 0.02 0.02 0.02 0.00
N -3.0602 -1.8696 0.9509 -0.08 -0.02 -0.07 0.01
C -3.7278 -0.6439 1.3382 0.02 0.00 0.02 0.06
H 1.3920 2.9306 -1.3209 0.02 0.03 -0.04 0.00
H 1.7827 1.2256 -1.0140 -0.01 -0.01 0.00 -0.03
H 3.0757 2.3697 -1.3841 0.00 0.02 -0.02 0.00
H 2.0273 4.5878 0.8148 0.00 0.00 0.01 0.00
H 3.6776 4.0874 0.3971 0.00 0.02 0.00 0.00
H 2.7968 4.3975 3.0660 0.01 0.00 0.01 0.00
H 4.1257 3.3106 2.6138 0.00 -0.01 -0.02 0.00
H 2.2977 2.8490 4.7309 -0.01 0.00 0.00 0.00
H 2.9256 1.2429 4.3577 0.00 0.00 -0.01 0.00
H 1.1728 1.5666 4.3538 -0.01 0.02 -0.01 0.00
H 0.2802 0.1180 3.2585 0.02 -0.01 -0.02 -0.01
H 1.9436 -0.4797 3.0464 0.01 0.00 0.01 0.00
H 0.3328 -2.2967 2.7898 0.00 0.00 0.02 0.00
H 1.1626 -1.9461 1.2554 -0.01 -0.04 -0.01 0.01
H 0.4545 -3.8034 0.6847 0.04 0.04 -0.01 0.00
H -0.5654 -5.2098 0.4582 0.01 0.00 0.00 0.00
H -0.1790 -4.6722 2.0970 0.01 0.00 0.00 0.00
H -3.1184 -4.7039 1.8975 -0.01 0.01 0.00 0.00
H -2.8733 -4.9434 0.1605 0.00 -0.01 0.01 0.00
H -4.7399 -3.0806 1.2933 -0.01 -0.01 -0.01 0.00
H -4.1854 -3.0416 -0.3874 0.01 -0.01 0.00 0.00
H -4.6363 -0.5496 0.7467 0.00 0.01 -0.01 0.00
H -3.1113 0.2274 1.1351 -0.02 0.01 0.04 -0.01
H -3.9895 -0.6524 2.4000 0.00 0.01 0.00 0.00
C 4.2487 -2.8024 -3.7237 0.00 -0.01 0.01 0.04
Si 3.7662 -1.0008 -3.5496 0.03 0.01 0.03 -0.01
C 5.2285 -0.0225 -2.8971 0.00 0.00 -0.01 0.04
C 3.1889 -0.3150 -5.1871 0.01 -0.01 -0.03 0.01
C 2.3648 -0.8575 -2.3387 -0.05 0.00 0.00 0.70
H 5.0670 -2.9113 -4.4389 0.00 0.00 0.00 0.00
H 3.4111 -3.4042 -4.0820 0.00 0.00 0.00 0.00
H 4.5833 -3.2199 -2.7717 0.00 0.00 0.00 0.00
H 6.1609 -0.3622 -3.3526 -0.01 0.01 -0.02 0.00
H 5.3309 -0.1310 -1.8152 0.01 -0.02 0.00 0.00
H 5.1213 1.0408 -3.1213 -0.01 0.01 0.03 0.00
H 4.0035 -0.3016 -5.9142 0.00 0.00 0.00 0.00
H 2.8254 0.7091 -5.0797 0.01 0.00 0.00 0.00
H 2.3801 -0.9158 -5.6086 0.00 0.00 0.00 0.00
H 2.4580 -1.0838 -1.2789 0.03 0.00 0.00 0.12
H 1.3760 -0.5111 -2.6242 0.00 0.01 -0.01 0.12
Br -3.7309 0.1461 -2.3371 0.02 0.05 0.02 0.02
C -2.4653 -1.2455 -2.5677 -0.02 -0.02 0.02 0.00
C -2.6578 -2.1633 -3.5904 -0.02 0.00 0.01 0.00
C -1.7343 -3.1876 -3.7092 0.02 0.01 0.01 0.01
C -0.6758 -3.2523 -2.8126 -0.02 0.00 -0.02 0.01
C -0.5835 -2.2765 -1.8386 0.02 0.00 0.00 -0.02
N -1.4620 -1.2778 -1.7151 0.00 0.04 -0.01 0.08
H -3.4988 -2.0696 -4.2611 0.00 0.00 0.00 0.00
H -1.8404 -3.9240 -4.4948 0.00 0.00 0.00 0.00
H 0.0699 -4.0325 -2.8748 0.00 0.00 0.00 0.00
H 0.2328 -2.2740 -1.1265 0.01 0.00 -0.01 -0.02
```
Forces are in eV/Å.

Properties
**Expectation value of S²**: 6.039
**Charge**: +1
**Maximum force**: 0.9 eV Å⁻¹
**2S+1**: 5
**LUMO level (spin up / spin down)**: -0.087 / -0.215 hartree
**Highest occupied orbital energy (spin up / spin down)**: -10.165 / -10.896 eV


3.
C25H39Cl3GeN2O4SbZn as an isolated structure in a non-equilibrium geometry. Source: OMol25; level of theory: the ωB97M-V functional and the def2-TZVPD basis.

```
76
Properties=species:S:1:pos:R:3:forces:R:3:mulliken_spin:R:1
Zn 0.9041 0.1294 -1.1135 -0.19 0.65 -0.07 0.01
O 1.5224 1.8928 0.4041 0.41 -0.64 0.15 0.00
C 2.5649 1.2193 0.4309 -0.05 -1.74 -0.71 0.00
O 2.7271 0.1025 -0.2866 -0.92 1.67 1.24 0.01
C 3.6975 1.5981 1.3112 0.32 1.58 0.88 0.00
C 3.5570 2.7908 2.1267 0.39 -1.25 0.19 0.00
C 4.6515 3.1947 2.8930 -0.29 0.15 -1.42 0.00
C 5.8562 2.5632 2.6570 0.08 -0.07 0.17 0.00
C 6.0252 1.4100 1.9197 0.37 -0.66 0.47 0.00
C 4.9193 0.8875 1.2950 -0.93 1.28 0.49 0.00
N 7.0642 3.2446 3.0601 1.72 -0.36 -0.84 0.00
O 8.1183 2.5705 2.8356 -1.80 2.81 1.43 0.00
O 6.9325 4.4258 3.3993 1.40 -1.87 -0.05 0.00
H 2.6472 3.4073 2.2549 0.40 -0.91 -0.66 0.00
H 4.6484 4.1293 3.4340 -0.11 -0.15 0.18 0.00
H 7.0015 0.8865 1.8836 -0.87 0.68 -0.07 0.00
H 5.0652 -0.0330 0.8086 -0.41 -0.87 -0.91 0.00
Cl -0.6138 1.5798 -4.0051 -0.28 0.30 -0.88 0.00
Ge 1.0515 2.2126 -2.6983 -0.55 -0.82 1.81 0.00
Cl 0.6319 4.3703 -2.1936 0.15 -0.81 -0.42 0.00
Cl 3.0119 2.1105 -3.5765 0.42 0.36 -0.75 0.00
C 0.3398 -2.1906 -3.7867 0.04 0.51 -1.18 0.02
C 1.4119 -2.5888 -2.8321 -0.80 -0.48 0.31 0.31
C 2.6057 -3.3712 -3.0622 1.43 -0.24 3.34 0.18
C 3.0935 -3.6294 -1.7360 0.75 -0.38 -2.44 0.05
C 2.2004 -3.0057 -0.8523 0.23 -0.05 0.58 0.32
C 2.3398 -3.1451 0.6270 -2.30 0.14 0.19 0.03
N 1.1656 -2.4295 -1.5126 0.28 1.28 0.24 -0.05
H -0.2696 -1.3626 -3.4157 0.10 -0.16 0.35 0.00
H -0.3755 -3.0554 -3.9712 1.08 0.96 -0.20 0.04
H 0.7590 -1.7114 -4.7049 -0.24 -1.06 0.27 0.01
H 3.1480 -3.6127 -3.9514 -0.28 -0.07 -0.50 0.00
H 4.0019 -4.1614 -1.3345 -1.08 0.58 -1.04 0.00
H 2.9558 -4.0260 0.8701 -0.41 0.45 0.05 0.01
H 1.2443 -3.2465 0.9458 1.55 -0.42 0.08 0.03
H 2.6568 -2.2602 1.1954 0.30 -0.04 -0.55 0.03
C -1.9049 3.1618 0.7212 -1.71 0.35 1.83 0.00
C -2.9227 2.2358 0.0662 0.65 -0.98 -1.27 0.00
C -3.3896 2.7708 -1.2998 0.67 0.48 0.62 0.00
C -4.1348 1.9704 0.9006 -1.19 0.48 2.13 0.00
Sb -1.8211 0.2009 -0.2754 -0.43 -0.97 1.64 -0.01
C -3.0253 -1.4727 -1.3571 -0.43 1.82 1.23 0.00
C -2.1164 -2.6094 -1.6154 1.82 -0.67 -1.54 0.01
C -3.4017 -0.8161 -2.6865 1.84 1.08 -0.67 0.00
C -4.2980 -1.8973 -0.5825 -0.86 -0.19 1.33 0.00
C -1.8046 -0.7720 1.9953 -0.87 0.64 -3.28 0.00
C -1.2001 -2.1000 1.5918 -2.04 -1.53 -0.39 0.00
C -3.2260 -0.7952 2.5649 -0.02 1.28 -0.16 0.00
C -0.8711 0.0510 2.7854 0.81 1.27 1.66 0.00
H -2.5639 3.9789 1.2032 1.14 -0.83 -0.69 0.00
H -1.2199 3.6079 0.0403 0.57 0.28 -0.61 0.00
H -1.3463 2.6973 1.5584 -0.27 0.16 -0.48 0.00
H -3.5961 3.8373 -1.1595 -0.90 -0.04 0.22 0.00
H -4.2464 2.1910 -1.6742 0.37 0.47 -0.14 0.00
H -2.5724 2.9014 -2.0027 0.16 -0.82 -0.40 0.00
H -4.7172 2.9495 1.1179 0.88 -1.31 -0.57 0.00
H -3.9320 1.5450 1.9343 -0.01 0.60 -1.33 0.00
H -4.8217 1.2736 0.3996 0.07 0.24 0.12 0.00
H -1.1426 -2.3850 -2.1607 -1.61 0.07 1.37 0.01
H -2.6220 -3.2343 -2.3228 -0.68 -0.55 -0.85 0.00
H -1.8944 -3.3211 -0.8544 0.22 0.00 1.12 0.00
H -3.1701 0.2983 -2.8007 0.07 -1.58 0.03 0.00
H -4.4346 -0.8663 -2.7300 -2.22 -0.13 -0.58 0.00
H -2.9666 -1.4025 -3.5347 -0.34 0.76 0.50 0.00
H -4.9181 -2.7419 -1.0339 0.88 1.17 -0.09 0.00
H -4.9988 -1.0524 -0.2987 0.72 -0.69 -0.92 0.00
H -4.0856 -2.2911 0.4322 0.39 0.03 -0.54 0.00
H -2.0111 -2.7531 1.0868 1.42 1.06 0.65 0.00
H -0.8724 -2.7089 2.4420 0.11 0.21 0.28 0.00
H -0.3650 -1.9891 0.9109 0.14 -0.02 -0.15 0.00
H -4.0881 -0.5171 1.9352 0.65 -0.71 -0.32 0.00
H -3.2741 0.0204 3.2805 0.02 -0.11 0.53 0.00
H -3.4453 -1.7009 3.0755 -0.21 -0.98 0.48 0.00
H -0.1039 0.6055 2.2343 0.05 -0.38 -0.24 0.00
H -0.3079 -0.6519 3.4666 -0.57 0.98 -0.02 0.00
H -1.4284 0.8853 3.3270 0.81 -1.25 -0.23 0.00
```
Forces are in eV/Å.

Properties
**Expectation value of S²**: 0.760
**Maximum force**: 3.6 eV Å⁻¹
**2S+1**: 2
**LUMO level (spin up / spin down)**: -0.034 / -0.089 hartree
**Highest occupied orbital energy (spin up / spin down)**: -7.844 / -7.847 eV